No. 1
Density functional theory data (wB97M-V/def2-TZVPD) for the molecule C9H22FO2P.

Each line ends with the Mulliken charge.
Cartesian coordinates (Å):
C1 0.9583 -3.3722 0.4147  -0.817
O1 1.5015 -2.3658 -0.4134  -0.302
C2 0.8916 -2.3049 -1.6931  -0.847
C3 -0.4504 -1.5767 -1.7277  -0.298
C4 -0.4140 -0.0455 -1.6389  -1.197
P1 -1.0325 0.7213 -0.0102  0.411
C5 0.4041 0.2645 1.0570  -0.821
C6 1.7895 0.6721 0.5542  -0.551
C7 1.9690 2.1718 0.3748  -0.361
O2 3.1329 2.5048 -0.3710  -0.558
C8 -1.9792 1.5695 1.4265  0.036
C9 -3.3326 2.0767 1.0062  -1.319
F1 -2.1594 0.6067 2.4508  -0.371
H1 1.0537 -4.3618 -0.0521  0.325
H2 1.5337 -3.3623 1.3414  0.235
H3 -0.1001 -3.2017 0.6494  0.343
H4 0.7799 -3.3232 -2.0899  0.472
H5 1.6099 -1.7762 -2.3295  0.343
H6 -0.9382 -1.8774 -2.6613  0.358
H7 -1.0937 -1.9830 -0.9305  0.220
H8 -1.1210 0.3748 -2.3643  0.556
H9 0.5679 0.3548 -1.9186  0.502
H10 -2.1272 -0.2057 -0.0538  -0.109
H11 -1.1199 1.9934 -0.6757  -0.093
H12 0.2188 0.6595 2.0563  0.695
H13 0.3686 -0.8247 1.1298  0.107
H14 2.5216 0.3025 1.2830  0.514
H15 2.0228 0.1693 -0.3863  0.266
H16 1.9972 2.6722 1.3530  0.295
H17 1.1272 2.5967 -0.1823  0.212
H18 3.8267 1.8653 -0.1577  0.318
H19 -1.3660 2.3733 1.8598  0.340
H20 -3.9174 2.3829 1.8771  0.372
H21 -3.2269 2.9450 0.3507  0.375
H22 -3.8965 1.3040 0.4714  0.347

Electronic energy   -25788.351 eV
Lowest unoccupied orbital energy   0.880 eV
Frontier orbital gap   9.0 eV
HOMO level   -8.12 eV

---

No. 2
Density functional theory data (wB97M-V/def2-TZVPD) for a structure of composition C9H22FeN3O4 at a distorted geometry.

Each line ends with the Mulliken spin population.
Cartesian coordinates (Å):
Fe1 -1.2882 -1.6541 0.8358  5.597
O1 -0.2756 -0.3073 0.0378  0.465
H1 0.6802 -0.4811 -0.0897  -0.039
C1 -4.1006 -0.8889 -0.3884  -0.038
O2 -3.0067 -0.7238 0.2485  -0.014
N1 -5.0924 -1.6379 -0.0041  0.028
C2 -6.3081 -1.7000 -0.7761  0.001
C3 -5.1455 -2.2771 1.2583  0.008
H2 -4.2670 -0.3708 -1.3326  0.001
H3 -6.4597 -2.7568 -1.0736  0.001
H4 -6.2503 -1.2544 -1.7687  0.000
H5 -7.2006 -1.4167 -0.2308  0.001
H6 -6.0658 -1.9698 1.7455  0.002
H7 -5.0567 -3.3542 1.1543  -0.007
H8 -4.3196 -1.9308 1.8775  0.004
C4 4.2241 0.2708 -0.8287  0.010
O3 4.4820 0.4974 -1.9551  0.002
N2 3.6736 -0.8616 -0.3367  -0.015
C5 3.0950 -1.8608 -1.2491  0.012
C6 3.4011 -0.9984 1.0547  -0.004
H9 4.5375 0.9807 -0.0369  -0.002
H10 2.0423 -1.6350 -1.5064  0.015
H11 3.0835 -2.8400 -0.7607  0.002
H12 3.6343 -1.9554 -2.1841  0.003
H13 3.8511 -0.1716 1.5994  -0.003
H14 2.3167 -0.9849 1.2424  0.017
H15 3.8154 -1.9293 1.4381  0.001
C7 0.9694 2.7239 -1.1251  0.612
O4 1.3652 3.3553 -2.1826  0.623
N3 1.7985 2.8097 0.0840  0.631
C8 1.2921 2.3072 1.2514  -0.006
C9 3.0457 3.4789 0.0659  0.000
H16 0.0546 2.1525 -0.9968  -0.016
H17 1.5927 1.2502 1.3100  0.058
H18 0.2023 2.2729 1.1649  0.006
H19 1.5714 2.8821 2.1261  -0.002
H20 2.8525 4.4186 0.6110  0.015
H21 3.8098 2.9533 0.6490  0.026
H22 3.4458 3.6074 -0.9286  0.006

Electronic energy   -56722.088 eV
Multiplicity   9
Lowest unoccupied orbital energy (alpha / beta)   -3.400 / -7.088 eV
Frontier orbital gap (alpha / beta)   3.8 / 4.5 eV
Energy relative to the best compared isomer or geometry (same formula, charge and spin)   0.0 kJ/mol
Total charge   +1
HOMO level (alpha / beta)   -7.15 / -11.58 eV

---

No. 3
Density functional theory data (wB97M-V/def2-TZVPD) for a structure of composition C9H23Cl2InNO at a distorted geometry.

Each line ends with the Mulliken charge.
Cartesian coordinates (Å):
C1 3.5113 3.5995 1.4211  -0.384
N1 2.9352 4.5747 0.3937  -0.458
C2 2.6699 3.7163 -0.8500  -0.685
In1 1.1063 2.1125 -0.5202  0.638
C3 1.6741 0.5004 0.9616  -0.634
Cl1 0.3171 -0.8115 0.8604  -0.296
C4 3.1531 -0.1695 0.7429  0.154
C5 3.8232 0.0793 -0.7317  -0.939
Cl2 4.3145 0.2802 2.1624  -0.251
H1 2.5988 3.1527 2.0024  0.067
H2 4.3105 4.0882 2.1318  0.285
H3 4.0467 2.7512 0.7806  0.101
H4 3.7356 5.2325 0.1727  0.241
H5 3.6862 3.3498 -1.3017  0.243
H6 2.2121 4.4683 -1.6565  0.233
H7 -0.3478 2.9668 0.1935  -0.333
H8 0.5311 1.4822 -2.1248  -0.347
H9 1.5823 0.9358 2.0598  0.316
H10 3.0039 -1.3491 0.8475  0.324
H11 3.2643 -0.5706 -1.5610  0.253
H12 3.9440 1.2018 -1.0396  0.133
H13 4.9307 -0.3637 -0.6808  0.319
C6 -5.7099 -3.1610 0.4971  -0.992
C7 -5.2514 -2.4478 -0.7623  -0.338
O1 -4.1869 -1.5238 -0.5374  -0.420
C8 -2.9793 -2.0670 -0.0102  -0.096
C9 -2.3475 -3.1206 -0.9021  -1.037
H14 -6.0242 -2.4361 1.2558  0.277
H15 -6.5524 -3.8242 0.2744  0.378
H16 -4.9142 -3.7673 0.9354  0.255
H17 -6.0888 -1.8668 -1.1633  0.324
H18 -4.9717 -3.1628 -1.5440  0.297
H19 -3.1472 -2.4511 1.0002  0.240
H20 -2.2789 -1.2288 0.0930  0.145
H21 -2.9985 -3.9892 -1.0312  0.332
H22 -1.4041 -3.4708 -0.4710  0.383
H23 -2.1483 -2.7108 -1.8986  0.272

Electronic energy   -43458.944 eV
Lowest unoccupied orbital energy   2.841 eV
Frontier orbital gap   7.7 eV
Total charge   -1
HOMO level   -4.85 eV